# 1
Here is a 11-piece molecular cluster, C54H65FO12 overall at a distorted geometry from OMol25. Energies are from ωB97M-V with the def2-TZVPD basis set.

Geometry as XYZ:
```
132
C54H65FO12, DFT ωB97M-V with the def2-TZVPD basis set
C 6.00794 -3.24313 2.86904
O 4.91840 -2.49413 2.36626
C 4.02472 -2.03163 3.23340
O 4.14081 -2.01956 4.43306
O 2.99105 -1.58577 2.53200
C 1.86011 -1.10355 3.24777
H 6.60141 -3.57390 2.01946
H 5.67729 -4.18478 3.32325
H 6.59828 -2.69761 3.60038
H 2.09095 -0.17761 3.77365
H 1.52802 -1.87315 3.94547
H 1.06561 -0.90349 2.53377
C -0.47355 6.32849 -3.83597
O -1.34549 6.46915 -2.72216
C -1.58527 5.37319 -2.00751
O -1.24021 4.24964 -2.29510
O -2.27887 5.73493 -0.93288
C -2.65973 4.67738 -0.04925
H -0.82582 6.99752 -4.61990
H -0.44321 5.30894 -4.20221
H 0.50718 6.70740 -3.54112
H -2.63374 5.08055 0.95891
H -2.03334 3.80056 -0.17125
H -3.69754 4.40746 -0.26214
C 1.22742 -2.59527 -0.50752
O 2.27355 -3.54370 -0.46068
C 2.88680 -3.82854 -1.62507
O 2.50576 -3.46406 -2.70084
O 3.98412 -4.54397 -1.44250
C 4.53227 -4.55907 -0.13694
H 1.64668 -1.58231 -0.53817
H 0.55237 -2.73004 0.32492
H 0.62959 -2.57137 -1.42189
H 3.79412 -4.81742 0.62182
H 4.93835 -3.58437 0.13319
H 5.32586 -5.29573 -0.02945
C -1.58034 -5.37619 -7.92597
O -1.56828 -4.20681 -7.12295
C -1.10938 -4.36324 -5.87857
O -0.83586 -5.41808 -5.37611
O -1.04997 -3.16565 -5.30373
C -0.16998 -3.04334 -4.20563
H -1.93731 -6.22845 -7.34620
H -0.57434 -5.63286 -8.26728
H -2.20795 -5.17260 -8.78525
H -0.51811 -3.55565 -3.30380
H -0.08226 -1.99397 -3.93206
H 0.80895 -3.45349 -4.44091
F 1.04275 5.58953 5.63385
C 1.74541 4.44295 5.65923
C 1.99951 3.77081 4.48711
C 2.70988 2.57746 4.53500
C 3.15487 2.06379 5.74113
C 2.88148 2.74872 6.92649
C 2.12395 3.90449 6.87951
H 1.64525 4.11078 3.52272
H 2.85683 2.01335 3.62264
H 3.74019 1.15344 5.78666
H 3.26411 2.37257 7.86497
H 1.78598 4.39178 7.78833
C -1.96498 2.07185 5.95149
C -0.70300 1.56567 6.22974
C -0.42377 0.23817 5.94041
C -1.37707 -0.58223 5.35686
C -2.60133 -0.03407 4.98858
C -2.91531 1.27535 5.31416
H -2.25957 3.09050 6.17408
H 0.02679 2.20569 6.70674
H 0.57944 -0.13919 6.10792
H -1.15330 -1.63127 5.20798
H -3.28084 -0.66140 4.42035
H -3.88942 1.67064 5.05506
C -3.82643 -3.02852 -4.02718
C -3.98141 -4.26741 -3.42380
C -4.19692 -4.41254 -2.05432
C -4.29412 -3.26015 -1.28123
C -4.06636 -2.01198 -1.84614
C -3.81523 -1.89393 -3.21124
H -3.71335 -2.88975 -5.09233
H -4.01547 -5.15158 -4.05526
H -4.39397 -5.38597 -1.62931
H -4.56302 -3.28268 -0.23115
H -4.19205 -1.09592 -1.28062
H -3.72195 -0.90681 -3.65165
C -2.44911 0.33901 -6.41877
C -3.07873 1.52033 -6.03510
C -2.37501 2.49856 -5.35977
C -1.03411 2.27247 -5.05066
C -0.42986 1.07684 -5.39806
C -1.12637 0.09052 -6.09899
H -3.01316 -0.38512 -6.99756
H -4.14648 1.59043 -6.20511
H -2.83562 3.42925 -5.05493
H -0.51966 3.03057 -4.47269
H 0.60062 0.87623 -5.12331
H -0.56479 -0.81210 -6.28899
C 4.73153 6.77509 0.32190
C 5.36188 5.80199 -0.43220
C 4.76885 4.55619 -0.61596
C 3.56581 4.27299 0.01999
C 2.94870 5.23800 0.79642
C 3.56338 6.47042 0.99751
H 5.15018 7.76565 0.44888
H 6.30525 5.99353 -0.92939
H 5.20624 3.88532 -1.34395
H 3.11138 3.30446 -0.15935
H 1.95893 5.01397 1.17782
H 3.07033 7.16117 1.66987
C -1.57235 -3.64288 2.07892
C -2.67332 -2.82934 2.32083
C -3.93444 -3.36426 2.51983
C -4.11870 -4.72545 2.28991
C -3.05222 -5.53290 1.94911
C -1.76031 -5.00100 1.88427
H -0.57833 -3.24452 1.92462
H -2.51250 -1.76077 2.39906
H -4.72479 -2.70815 2.85850
H -5.13692 -5.09850 2.30379
H -3.17348 -6.57882 1.69589
H -0.94007 -5.68959 1.72622
C -0.75568 0.50136 -1.08841
C -1.32990 -0.07034 0.04957
C -1.18181 0.52535 1.28680
C -0.44593 1.70348 1.39746
C 0.10204 2.30123 0.26485
C -0.00038 1.65961 -0.95441
H -0.64581 -0.06665 -2.00560
H -1.91194 -0.97997 -0.06478
H -1.63650 0.14177 2.19217
H -0.25294 2.15224 2.36711
H 0.55247 3.28286 0.34792
H 0.43898 2.11664 -1.83331
```

Properties
HOMO level: -9.100 eV
Net charge: 0
HOMO-LUMO gap: 9.5 eV
Structure (SMILES): COC(=O)OC.COC(=O)OC.COC(=O)OC.COC(=O)OC.Fc1ccccc1.c1ccccc1.c1ccccc1.c1ccccc1.c1ccccc1.c1ccccc1.c1ccccc1

=====

# 2
Here is C54H67BF4N10 as an isolated structure at a distorted geometry from OMol25. Energies are from ωB97M-V with the def2-TZVPD basis set.

Geometry as XYZ:
```
136
C54H67BF4N10, DFT ωB97M-V with the def2-TZVPD basis set
C 25.35536 19.72554 24.62936
C 25.47308 20.70052 25.85252
N 24.56879 21.91399 25.76632
C 24.80929 23.11545 25.27444
C 23.59609 23.98347 25.49162
N 22.73868 23.17661 26.17024
C 23.35802 21.92231 26.34970
C 21.33979 23.46308 26.76648
H 24.59678 18.96594 24.76797
H 26.35434 19.22334 24.73981
H 25.40001 20.11458 23.59296
H 26.54308 21.05430 25.98219
H 25.10392 20.20228 26.72194
H 25.65269 23.49640 24.77921
H 23.45956 25.10522 25.36485
H 22.80312 20.97866 26.81176
H 20.77158 22.49425 26.66504
H 20.93108 24.01524 25.94207
H 21.47516 23.92880 27.76348
C 5.43889 18.06992 20.22151
N 5.73627 19.35663 20.77845
C 4.85454 20.00522 21.60919
C 5.12013 21.29772 22.07962
C 6.39806 21.85430 21.81139
C 7.18213 21.24554 20.88521
C 6.85330 20.00672 20.39260
C 6.87917 23.03856 22.50992
C 5.96898 24.09150 22.72035
C 6.35658 25.10168 23.56200
N 7.51937 25.15807 24.25635
C 8.46673 24.16331 23.98389
C 8.15995 23.13314 23.11399
C 7.91398 26.33175 25.17538
H 6.16265 17.42144 19.72178
H 4.78103 18.19233 19.38955
H 4.95144 17.49838 21.00904
H 3.89311 19.47804 21.80609
H 4.30506 21.77426 22.66550
H 8.14450 21.65719 20.61038
H 7.47908 19.39469 19.74200
H 4.97446 24.16829 22.30535
H 5.64360 25.94363 23.77076
H 9.41056 24.22876 24.54456
H 8.85212 22.35676 22.96902
H 8.53993 27.04538 24.53308
H 8.56573 25.91249 25.92918
H 6.99719 26.68328 25.61684
C 14.41098 18.28971 7.98298
N 13.40738 17.22726 7.68774
C 12.32655 17.58025 6.97854
C 11.32409 16.65658 6.75190
C 11.33249 15.42932 7.33138
C 12.44686 15.11852 8.18008
C 13.48297 16.00885 8.34669
C 10.17813 14.53176 7.23918
C 9.89095 14.00005 5.99315
C 8.82217 13.04518 5.86977
N 8.03154 12.73814 6.93910
C 8.20535 13.41465 8.11460
C 9.32669 14.19656 8.32583
C 6.90370 11.78370 6.78256
H 14.83692 18.05707 8.92895
H 13.88223 19.21180 7.99400
H 15.29406 18.34333 7.37063
H 12.31859 18.62473 6.55478
H 10.59704 16.98788 6.05939
H 12.35268 14.17540 8.75520
H 14.31620 15.84757 8.99938
H 10.48819 14.08835 5.12028
H 8.49918 12.65550 4.92630
H 7.46976 13.39488 8.85550
H 9.41093 14.62107 9.30475
H 7.10527 11.41203 5.80698
H 5.89714 12.33722 6.94095
H 7.06038 10.97637 7.49930
C 9.95981 32.44378 14.02133
N 11.24128 32.38228 14.87646
C 11.38796 33.14863 15.91793
C 12.48094 33.00451 16.74905
C 13.52935 32.18375 16.41378
C 13.29889 31.32277 15.31198
C 12.18773 31.46616 14.54663
C 14.89157 32.06120 17.06673
C 16.01547 31.56450 16.37770
C 17.16675 31.27053 17.00856
N 17.25771 31.35831 18.39661
C 16.18388 31.93939 19.07552
C 15.07167 32.33599 18.43639
C 18.51005 31.04522 19.04395
H 9.22768 32.06337 14.73181
H 10.07343 31.72947 13.13321
H 9.86661 33.49153 13.83290
H 10.64597 33.86942 16.13811
H 12.42586 33.69299 17.63312
H 13.96713 30.51362 15.05013
H 11.99242 30.78303 13.79468
H 16.13988 31.53814 15.29329
H 18.01046 30.86736 16.46098
H 16.36092 32.12049 20.09662
H 14.36190 32.85146 19.14851
H 19.29912 31.29911 18.35331
H 18.67786 29.93705 19.13146
H 18.60431 31.41531 20.03743
C 15.06275 6.32216 16.82045
N 15.71136 6.27578 18.10040
C 17.01676 5.83995 18.24399
C 17.63170 5.93680 19.50237
C 16.94390 6.43863 20.63640
C 15.63638 6.88890 20.41202
C 15.05940 6.79506 19.16892
C 17.56852 6.61160 21.99437
C 16.86154 6.33340 23.15500
C 17.31454 6.61487 24.41351
N 18.54360 7.21233 24.54886
C 19.34032 7.26580 23.42622
C 18.88352 7.04242 22.14546
C 19.03750 7.91070 25.73910
H 15.71601 6.81919 16.07383
H 14.01843 6.71255 16.86989
H 15.01839 5.20538 16.51832
H 17.45299 5.41525 17.36858
H 18.60784 5.48334 19.60879
H 15.05339 7.31166 21.19187
H 14.07510 7.13137 18.96815
H 15.86325 5.88462 23.20884
H 16.73548 6.48736 25.25898
H 20.29084 7.61319 23.54966
H 19.66899 7.27126 21.34503
H 19.13355 8.96516 25.39501
H 20.07013 7.54502 25.91040
H 18.26071 7.85936 26.52352
B 26.17908 17.44830 14.65507
F 26.00474 16.14634 15.03433
F 27.22192 19.00311 5.30433
F 26.83776 17.74540 4.51189
F 26.80228 17.94088 13.57734
```

Properties
HOMO level: -13.234 eV
Net charge: +8
HOMO-LUMO gap: 0.7 eV